Model i:
Entry from OMol25: an isolated molecule of C7H9NO (ωB97M-V/def2-TZVPD).

```
18
C7H9NO, DFT ωB97M-V/def2-TZVPD
C -1.632 -0.810 -0.671
C -0.997 0.701 0.626
C 0.071 1.487 -0.017
C 1.376 1.313 -0.144
C 1.758 -1.096 -0.148
C 0.509 -1.456 0.276
C -0.812 -0.808 0.407
H -1.184 -0.669 -1.684
H -2.376 -1.557 -0.566
H -3.037 0.520 0.272
H -1.193 0.823 1.691
H -0.221 2.489 -0.018
H 2.018 2.180 -0.523
H 2.549 -1.815 -0.065
H 0.601 -2.579 0.231
H -1.187 -1.479 1.218
N -2.231 0.580 -0.280
O 2.251 0.254 -0.071
```

Calculated values
Multiplicity: 1
Structure (SMILES): C1=C[C@@H]2CN[C@@H]2C=CO1
HOMO-LUMO gap, eV: 9.56

Model ii:
Entry from OMol25: a 2-piece molecular cluster, C7H9NO overall (ωB97M-V/def2-TZVPD).

```
18
C7H9NO, DFT ωB97M-V/def2-TZVPD
C 1.512 -0.217 -2.255
C 1.445 0.918 -1.405
C 0.262 -0.452 -2.698
C 0.182 1.475 -1.452
C -2.344 -0.962 1.886
C -1.264 -0.284 2.052
C 0.155 -0.036 2.224
N -0.538 0.649 -2.241
O -2.505 0.470 2.153
H 2.414 -0.649 -2.452
H 2.256 1.500 -0.896
H -0.160 -1.048 -3.388
H -3.079 -1.815 1.620
H -0.122 2.407 -1.119
H 0.407 0.382 3.139
H 0.489 0.854 1.634
H 0.633 -0.937 1.982
H -1.308 0.871 -2.811
```

Calculated values
Multiplicity: 1
Structure (SMILES): c1cc[nH]c1.CC1=CO1
HOMO-LUMO gap, eV: 8.47

Which of them is least stable? Easy: model ii.

Model i:
Entry from OMol25: an isolated molecule of C7H13NO2S (ωB97M-V/def2-TZVPD).

```
24
C7H13NO2S, DFT ωB97M-V/def2-TZVPD
C 1.530 0.548 -1.732
C 1.489 0.940 -0.270
C 0.767 -0.171 0.480
C -1.031 1.416 1.220
C -1.491 -1.162 1.233
C -1.329 0.092 -0.899
C -0.727 0.011 0.510
N 1.574 -0.827 -1.719
O 1.627 1.233 -2.743
O 2.572 -2.036 0.379
S 1.303 -1.692 -0.246
H 2.603 0.814 0.098
H 1.093 1.885 -0.107
H 0.986 -0.072 1.604
H -1.766 1.291 1.947
H -1.381 2.068 0.502
H -0.164 1.792 1.696
H -1.554 -1.067 2.337
H -2.535 -1.309 1.032
H -0.939 -2.085 1.060
H -2.237 0.567 -0.998
H -1.455 -1.017 -1.163
H -0.593 0.263 -1.691
H 1.655 -1.481 -2.528
```

Calculated values
Multiplicity: 1
HOMO-LUMO gap, eV: 10.26

Model ii:
Entry from OMol25: an isolated molecule of C7H13NO2S (ωB97M-V/def2-TZVPD).

```
24
C7H13NO2S, DFT ωB97M-V/def2-TZVPD
C 0.912 1.002 0.355
C 0.278 -0.592 0.071
C -0.840 2.475 1.529
C -0.405 -1.059 -2.439
C -1.156 -2.830 0.837
C 0.506 1.656 1.620
C 0.618 -1.200 -1.257
N 1.690 1.587 -0.576
O 2.076 1.070 -1.661
O 2.039 2.758 -0.336
S -0.529 -1.217 1.392
H -1.815 1.969 1.274
H -0.688 3.282 0.861
H -0.912 2.853 2.602
H -0.348 0.010 -2.674
H 0.132 -1.412 -3.333
H -1.458 -1.295 -2.157
H -2.225 -2.735 0.601
H -0.994 -3.495 1.667
H -0.705 -3.008 -0.184
H 1.318 2.304 2.000
H 0.281 0.930 2.397
H 1.413 -0.732 -1.615
H 0.812 -2.325 -0.976
```

Calculated values
Multiplicity: 1
Structure (SMILES): CC/C(SC)=C(/CC)[N+](=O)[O-]
HOMO-LUMO gap (alpha / beta), eV: 7.02 / 7.01

Which of them is least stable? Easy: model ii.

Model i:
Entry from OMol25: a 2-piece molecular cluster, C2H7NS2 overall (ωB97M-V/def2-TZVPD).

```
12
C2H7NS2, DFT ωB97M-V/def2-TZVPD
C 1.268 1.921 1.475
N 0.018 2.094 1.504
H 1.784 1.902 2.446
H 1.868 2.116 0.571
H -0.387 2.138 0.561
C -0.354 -2.348 -0.577
S 0.382 -0.956 -1.507
S -1.136 0.543 -1.092
H -0.011 -3.251 -1.066
H -0.029 -2.270 0.444
H -1.451 -2.323 -0.580
H -1.952 0.435 -2.178
```

Calculated values
Net charge: -1
Multiplicity: 2
HOMO-LUMO gap (alpha / beta), eV: 3.94 / 7.79

Model ii:
Entry from OMol25: a 2-piece molecular cluster, C2H7NS2 overall (ωB97M-V/def2-TZVPD).

```
12
C2H7NS2, DFT ωB97M-V/def2-TZVPD
S 0.886 -0.823 -1.733
S -0.902 -1.633 -0.540
H 0.600 0.429 -1.396
H -1.124 -0.583 0.253
C -0.429 1.063 2.491
C 0.431 1.617 1.657
N 0.139 1.890 0.319
H -1.360 0.702 2.067
H -0.384 1.118 3.562
H 1.418 1.846 2.054
H -0.845 1.842 0.104
H 0.523 2.782 0.055
```

Calculated values
Net charge: -1
Multiplicity: 2
HOMO-LUMO gap (alpha / beta), eV: 4.05 / 6.42

Which of them is least stable? Easy: model i.

Model i:
Entry from OMol25: a 7-piece molecular cluster, H14O7 overall (ωB97M-V/def2-TZVPD).

```
21
H14O7, DFT ωB97M-V/def2-TZVPD
H 0.189 -0.381 0.183
H -0.950 -0.104 1.294
H -2.251 1.753 -0.926
H -1.527 2.365 0.173
H 1.792 -0.003 1.969
H 1.827 0.896 3.068
H 2.632 0.742 -2.024
H 3.656 0.136 -2.937
H -2.795 -3.586 0.069
H -3.472 -3.925 -1.143
H -3.772 -0.804 1.312
H -2.709 -1.621 0.786
H 3.132 2.466 -1.109
H 4.510 2.353 -0.667
O 0.032 -0.198 1.177
O -1.944 2.695 -0.635
O 2.188 0.058 2.765
O 2.726 0.168 -2.716
O -3.393 -3.194 -0.514
O -3.712 -1.628 0.901
O 3.841 1.813 -1.025
```

Calculated values
Multiplicity: 1
Structure (SMILES): O.O.O.O.O.O.O
HOMO-LUMO gap, eV: 10.77

Model ii:
Entry from OMol25: a 7-piece molecular cluster, H14O7 overall (ωB97M-V/def2-TZVPD).

```
21
H14O7, DFT ωB97M-V/def2-TZVPD
H -3.836 -0.704 0.750
H -3.118 0.043 -0.392
H -1.556 1.684 -0.259
H -2.542 2.184 -1.325
H -1.863 -1.132 0.819
H -0.594 -0.324 1.239
H 3.702 -0.677 -1.075
H 2.387 -1.324 -0.446
H 2.847 1.643 1.443
H 2.954 0.839 0.128
H 0.240 0.470 -0.761
H 0.926 1.513 0.202
H 0.630 -2.423 -1.364
H 0.138 -1.644 0.028
O -3.272 -0.872 -0.054
O -2.523 1.706 -0.476
O -0.949 -1.251 1.285
O 3.257 -0.873 -0.215
O 2.639 1.701 0.505
O 0.060 1.165 -0.133
O 0.748 -1.595 -0.787
```

Calculated values
Multiplicity: 1
Structure (SMILES): O.O.O.O.O.O.O
HOMO-LUMO gap, eV: 11.67

Which of them is least stable? Easy: model i.